{"formula": "C3H14O3", "method": "the ωB97M-V functional and the def2-TZVPD basis", "symbols": ["C", "C", "C", "H", "H", "H", "H", "H", "H", "H", "H", "H", "H", "O", "H", "H", "O", "H", "H", "O"], "coordinates": [[0.347939, -3.412126, -2.717277], [0.969130, -2.240185, -1.927576], [1.651116, -1.285569, -2.942484], [-0.074993, -4.157058, -2.046196], [1.104894, -3.961915, -3.277703], [-0.315323, -2.994175, -3.475150], [1.703598, -2.651712, -1.241182], [0.149617, -1.729456, -1.429377], [2.478383, -0.714070, -2.529204], [2.105789, -1.898362, -3.722454], [0.868653, -0.678987, -3.390407], [-1.629314, 2.599617, 2.589088], [-0.354841, 2.210523, 3.486010], [-1.306442, 2.299114, 3.437255], [-4.565797, 4.126297, 3.782734], [-4.709038, 2.777793, 2.988482], [-4.798079, 3.713152, 2.932693], [1.704746, 3.112397, 3.683063], [2.780421, 2.491000, 2.734753], [1.889541, 2.393717, 3.064931]], "forces_ev_per_a": [[0.7, 0.2, 0.1], [0.2, -0.4, -1.4], [-0.2, -0.9, 0.4], [-0.6, 0.2, -0.1], [0.3, 0.1, 0.0], [-0.5, -0.4, 0.2], [-0.1, 0.2, 0.4], [0.2, 0.1, 0.5], [-0.3, 0.4, 0.2], [-0.1, 0.0, -0.2], [0.3, 0.4, -0.1], [0.6, 0.1, -0.3], [0.1, 0.0, -0.8], [-0.8, -0.2, 1.0], [-0.1, -0.7, -0.5], [0.2, -1.0, 0.5], [-0.1, 1.6, 0.0], [0.4, 0.0, -0.2], [0.3, 0.2, 0.0], [-0.7, -0.1, 0.2]], "e_above_lowest_kj_mol": 66.56, "multiplicity": 1, "e_lumo_ev": 0.58}

=====

{"formula": "C3H14O3S", "method": "the ωB97M-V functional and the def2-TZVPD basis", "symbols": ["C", "C", "C", "S", "H", "H", "H", "H", "H", "H", "H", "H", "H", "H", "O", "H", "H", "O", "H", "H", "O"], "coordinates": [[2.017769, -1.292584, -1.291280], [0.463245, -1.352310, -1.449553], [-0.159027, -2.237898, -0.339466], [-1.809690, -2.904849, -0.648385], [2.356823, -0.468993, -1.913176], [2.202688, -1.344087, -0.220737], [2.435267, -2.202219, -1.721504], [0.284731, -1.993331, -2.313431], [-0.102893, -0.431575, -1.518431], [0.451261, -3.137667, -0.270491], [-0.173733, -1.872905, 0.692038], [-2.572204, -1.918482, -1.095357], [-2.808034, 1.370176, 0.792412], [-3.453225, 0.688382, 1.926693], [-3.670533, 1.149373, 1.133107], [0.002535, 1.998946, 1.421460], [-0.257564, 1.523384, -0.027869], [-0.683050, 1.892109, 0.746575], [1.638854, 4.161863, 1.263083], [2.130730, 4.525294, 2.688657], [1.706047, 3.847373, 2.145655]], "forces_ev_per_a": [[-1.8, -0.3, -0.4], [0.1, -2.1, 0.7], [0.1, 0.3, 0.2], [-0.2, -1.2, -0.1], [0.6, 0.3, 0.7], [0.7, 0.8, -0.1], [0.0, -0.1, 0.0], [-0.3, 0.6, -0.5], [0.3, 0.4, -0.2], [-0.1, -0.2, -0.1], [0.2, 0.7, -0.3], [0.2, 0.8, 0.0], [0.6, 0.4, -0.3], [0.0, -0.6, 0.9], [-0.6, 0.2, -0.6], [-0.1, 0.0, -0.2], [0.2, -0.1, -0.1], [-0.1, 0.1, 0.3], [0.0, 0.7, -1.0], [-0.2, -0.1, -0.4], [0.1, -0.6, 1.4]], "e_above_lowest_kj_mol": 90.20, "multiplicity": 1, "e_lumo_ev": 0.38}

=====

{"formula": "C3H14O3S", "method": "the ωB97M-V functional and the def2-TZVPD basis", "symbols": ["C", "C", "S", "C", "H", "H", "H", "H", "H", "H", "H", "H", "H", "H", "O", "H", "H", "O", "H", "H", "O"], "coordinates": [[0.323435, 0.497705, 0.991384], [-0.334148, 0.250965, -0.377335], [-1.538114, -1.086001, -0.333905], [-2.993477, -0.364767, 0.369263], [0.917262, 1.407820, 0.954903], [0.935870, -0.351603, 1.298166], [-0.459435, 0.537303, 1.751481], [0.436482, -0.096064, -1.060738], [-0.740884, 1.190779, -0.746595], [-2.890950, 0.012398, 1.389754], [-3.408067, 0.450952, -0.225112], [-3.767525, -1.101855, 0.409629], [-5.280222, -2.515582, -1.440913], [-4.342490, -3.571840, -1.923983], [-4.507634, -3.018714, -1.149696], [4.591846, 2.426671, 1.261482], [3.355274, 1.772752, 1.791738], [4.106682, 1.622291, 1.216931], [5.866340, 1.048897, -1.229903], [4.507931, 0.309447, -1.183033], [5.221827, 0.578456, -1.763511]], "forces_ev_per_a": [[-0.5, -0.5, -0.1], [0.5, 0.0, 0.9], [0.2, -0.5, -0.5], [-0.4, 1.2, 0.5], [0.0, 0.1, 0.2], [0.2, 0.1, -0.2], [0.1, 0.5, 0.1], [-0.1, 0.1, -0.3], [-0.2, -0.1, -0.2], [0.3, -0.1, 0.0], [0.2, 0.1, -0.2], [-0.2, -0.8, -0.1], [0.1, 0.0, 0.3], [0.3, 0.0, 0.2], [-0.4, 0.0, -0.5], [0.7, 1.0, 0.0], [-0.2, -0.1, 0.1], [-0.5, -1.0, -0.1], [-0.2, -0.1, 0.2], [0.0, 0.1, 0.3], [0.1, -0.1, -0.5]], "e_above_lowest_kj_mol": 70.22, "multiplicity": 1, "e_lumo_ev": 0.57}

=====

{"formula": "C3H14O3S", "method": "the ωB97M-V functional and the def2-TZVPD basis", "symbols": ["C", "C", "C", "S", "H", "H", "H", "H", "H", "H", "H", "H", "H", "H", "O", "H", "H", "O", "H", "H", "O"], "coordinates": [[2.773041, 1.585110, -1.469713], [2.251034, 0.141537, -1.484399], [0.740863, -0.092608, -1.670546], [0.268119, -1.788304, -1.841089], [3.840090, 1.563772, -1.618487], [2.727526, 1.978976, -0.459522], [2.094314, 2.131385, -2.060897], [2.749590, -0.468179, -2.241981], [2.466882, -0.350738, -0.523112], [0.424575, 0.439796, -2.574151], [0.270141, 0.514904, -0.890197], [1.268246, -2.384903, -1.176102], [-4.076029, 0.176786, 2.713296], [-2.599842, 0.510094, 2.651591], [-3.464983, 0.841650, 2.388974], [-0.290748, 0.959182, 2.392074], [0.300163, -0.451590, 2.462797], [-0.497996, 0.032550, 2.232480], [-4.407656, -1.409793, 0.892851], [-3.091221, -2.106898, 0.817002], [-3.746108, -1.822730, 1.459132]], "forces_ev_per_a": [[-0.4, -1.7, 1.8], [0.1, -1.4, 0.4], [0.9, 2.5, -0.1], [-0.5, -0.6, 0.0], [0.2, 0.4, -1.1], [-0.5, 0.2, 0.3], [0.1, 1.3, -1.2], [0.2, 0.2, -0.1], [0.3, 0.1, -0.2], [0.0, -0.4, -0.2], [-0.5, -0.8, 0.3], [0.0, 0.2, 0.1], [0.1, -0.1, 0.0], [0.0, -0.2, -0.2], [0.0, 0.5, 0.2], [0.1, 0.0, 0.0], [0.0, 0.0, 0.0], [-0.1, 0.1, 0.0], [-0.1, 0.1, 0.2], [0.3, -0.1, 0.1], [-0.3, -0.3, -0.3]], "e_above_lowest_kj_mol": 93.39, "multiplicity": 1, "e_lumo_ev": 0.43}

=====

{"formula": "C3H14O3S", "method": "the ωB97M-V functional and the def2-TZVPD basis", "symbols": ["C", "C", "C", "S", "H", "H", "H", "H", "H", "H", "H", "H", "H", "H", "O", "H", "H", "O", "H", "H", "O"], "coordinates": [[-2.768408, -0.265384, -0.035025], [-1.698531, -1.418241, -0.386779], [-2.410165, -2.511642, -1.184405], [-1.571444, -4.045872, -1.895343], [-2.531635, 0.680223, -0.663766], [-3.780371, -0.581746, 0.304229], [-2.298055, 0.089261, 0.900221], [-1.227020, -1.686420, 0.557716], [-0.975544, -0.923127, -1.258442], [-2.987189, -3.093874, -0.432278], [-2.914554, -2.161590, -2.132935], [-2.082476, -3.880833, -3.130902], [2.863568, 1.156610, 1.332053], [3.356425, 0.183609, 0.342620], [2.618495, 0.260215, 0.929847], [4.036568, 2.765640, 0.021119], [2.837126, 3.435814, -0.672613], [3.814902, 3.338803, -0.800188], [3.077668, 3.076534, 3.282013], [1.842963, 2.725004, 2.528608], [2.797670, 2.857017, 2.394245]], "forces_ev_per_a": [[2.8, 0.8, 0.9], [0.0, 2.2, -4.0], [-0.4, -1.8, 0.4], [0.6, 0.7, -0.2], [-1.5, -1.8, 0.5], [0.5, 0.4, -1.1], [-0.5, 0.1, 0.1], [0.3, -0.5, -0.6], [-1.1, -1.1, 2.9], [-0.8, 1.0, -0.8], [0.0, 0.1, 1.8], [0.2, -0.1, 0.2], [-0.8, -1.7, -0.2], [0.6, -0.6, -0.9], [0.2, 2.3, 1.2], [-0.4, 1.6, -2.0], [1.2, 0.0, -0.3], [-0.8, -1.5, 2.4], [0.5, 0.1, 0.3], [0.3, 0.0, -0.3], [-0.9, -0.1, 0.0]], "e_above_lowest_kj_mol": 220.55, "multiplicity": 1, "e_lumo_ev": 0.21}

=====

{"formula": "C3H14O4", "method": "the ωB97M-V functional and the def2-TZVPD basis", "symbols": ["C", "O", "C", "C", "H", "H", "H", "H", "H", "H", "H", "H", "H", "H", "O", "H", "H", "O", "H", "H", "O"], "coordinates": [[1.110914, -0.045343, -1.146398], [-0.804803, 0.616887, 1.825861], [0.921907, 1.226017, -0.449860], [2.186322, 1.473676, -1.357741], [0.322522, -0.313945, -1.838050], [1.857584, -0.773060, -0.834899], [-1.102101, 0.670972, 2.820586], [1.165942, 1.478322, 0.567927], [0.083764, 1.860813, -0.758826], [2.276024, 1.293597, -2.454510], [3.056744, 1.065787, -0.813264], [2.294048, 2.589118, -1.252925], [-1.537173, -1.055118, -0.660954], [-0.581643, -2.083997, -0.055708], [-1.213313, -2.060018, -0.705069], [0.042152, -0.602351, 1.777415], [0.347885, -2.146586, 2.109288], [0.523059, -1.480274, 1.462147], [-1.565193, 0.468654, 0.675663], [-2.833570, 0.992267, 0.085002], [-2.147673, 0.502083, -0.288282]], "forces_ev_per_a": [[-1.5, 1.6, 2.7], [-0.2, 0.3, 3.0], [-1.1, -1.2, -1.0], [2.6, 1.0, -0.5], [0.4, 0.1, -0.8], [-0.2, 0.2, 0.0], [0.6, -0.1, -3.2], [0.4, -0.7, 0.3], [0.0, -0.7, -0.1], [-0.4, 0.0, 0.7], [-0.2, 0.2, -0.7], [-0.5, -0.9, -0.3], [0.1, -2.8, 0.0], [2.6, -0.2, 3.0], [-2.9, 3.0, -3.1], [-0.2, -0.4, -0.4], [-0.1, -0.6, 0.6], [0.5, 0.9, -0.5], [-0.6, 0.1, -0.8], [-2.2, 1.2, 0.4], [2.9, -1.0, 0.6]], "e_above_lowest_kj_mol": 504.16, "multiplicity": 1, "e_lumo_ev": -1.59}